# 1
63
Properties=species:S:1:pos:R:3:forces:R:3 method="wB97M-V/def2-TZVPD" fmax_ev_per_a=2.48 homo_energy_ev=-9.20 de_lowest_ev=3.795 gap_ev=9.339 energy_ev=-36604.4746
C 2.442 3.323 0.605 0.5 -0.4 -1.4
C 1.810 1.939 0.910 0.1 1.2 1.3
C 0.260 1.954 0.708 2.1 -0.3 -0.2
C -0.111 1.713 -0.758 -0.6 -2.3 0.8
C -0.216 0.170 -1.092 -0.3 1.4 1.6
C -1.619 -0.356 -0.995 -1.0 -0.3 -0.8
C -2.022 -1.621 -0.907 1.3 -1.2 0.2
H 2.896 3.832 1.446 -0.2 0.0 0.3
H 3.235 3.297 -0.164 -0.1 -0.3 0.3
H 1.698 3.961 0.138 -0.2 0.3 0.2
H 1.963 1.777 1.983 0.0 0.0 0.0
H 2.386 1.118 0.480 -0.4 0.0 -0.6
H -0.080 2.956 0.923 -0.1 0.3 0.6
H -0.057 1.279 1.517 -1.0 -0.1 -0.9
H -1.111 2.120 -0.860 0.1 0.5 -0.8
H 0.668 2.078 -1.430 -0.3 0.7 0.2
H 0.030 0.016 -2.126 0.6 -0.3 -0.2
H 0.507 -0.265 -0.395 -0.1 -0.7 -0.4
H -2.389 0.353 -1.322 0.2 0.1 0.0
H -1.362 -2.433 -0.555 -0.3 1.2 -0.3
H -2.923 -2.065 -1.306 -0.7 0.8 0.4
H 3.324 1.007 -3.173 1.0 0.5 0.2
H 2.908 -0.469 -2.757 0.0 0.9 -0.6
O 2.624 0.381 -3.184 -1.3 -1.3 0.3
H -3.308 -0.585 1.944 -0.1 0.4 -0.6
H -3.841 -1.396 3.153 0.7 0.3 -0.5
O -3.030 -1.030 2.742 -0.7 -0.4 1.1
H -1.560 -2.078 3.133 0.2 -1.4 -0.9
H -1.391 -3.288 2.076 0.4 0.7 0.7
O -1.090 -2.940 2.954 -0.5 0.7 0.0
H 2.507 -1.755 0.726 0.1 -0.4 0.4
H 3.453 -3.036 0.954 -0.9 0.8 -0.4
O 3.204 -2.303 0.348 0.7 -0.1 -0.2
H 4.389 -2.233 -2.250 0.9 -0.1 -0.2
H 3.134 -2.351 -1.512 0.0 0.0 0.8
O 3.456 -2.287 -2.420 -0.6 0.3 -0.2
H 0.471 -2.311 3.448 0.0 -0.2 -0.2
H 1.541 -2.341 4.583 0.0 0.3 -1.7
O 1.431 -2.163 3.605 0.1 -0.1 1.9
H -2.652 2.235 4.215 0.3 0.2 0.9
H -2.809 0.815 3.618 0.2 -0.9 0.2
O -2.873 1.744 3.439 -0.2 0.8 -0.6
H 1.691 -3.003 -2.345 -1.6 -0.9 -0.4
H 0.493 -3.096 -3.310 -0.1 0.0 -0.1
O 0.775 -3.394 -2.441 1.3 0.6 0.4
H -2.649 4.980 -1.729 0.2 -0.2 -0.3
H -2.186 3.683 -2.473 -0.7 1.2 1.1
O -2.726 4.020 -1.716 -0.3 -0.8 -0.1
H 0.072 -4.370 0.678 0.2 0.0 0.5
H -0.455 -3.864 -0.599 0.0 0.0 -0.6
O -0.764 -4.103 0.278 0.2 -0.5 0.3
H 0.506 1.217 -3.656 -1.3 -0.5 0.2
H -1.225 1.387 -3.603 0.7 -1.3 0.3
O -0.336 1.702 -3.775 0.5 1.6 -0.9
H 1.601 -4.786 2.464 -0.1 -1.1 0.1
H 1.800 -3.358 2.475 0.1 -0.4 -1.0
O 1.841 -4.127 1.822 0.0 1.0 0.9
H -3.655 2.562 1.210 -0.7 -0.5 0.6
H -4.858 1.917 2.053 0.5 0.5 0.2
O -4.309 1.843 1.270 -0.1 -0.3 -1.2
H -0.223 4.167 -2.312 0.1 0.2 0.2
H -0.690 3.475 -3.565 0.8 1.1 0.1
O -0.595 4.390 -3.170 0.1 -1.2 -0.8



# 2
24
Properties=species:S:1:pos:R:3:forces:R:3 method="wB97M-V/def2-TZVPD" fmax_ev_per_a=6.05 charge=+2 homo_energy_ev=-14.96 de_lowest_ev=1.956 gap_ev=1.327 energy_ev=-35676.0582
In -0.927 -1.887 6.845 0.1 0.0 0.1
O -6.622 -3.342 -3.339 -1.5 -2.0 -1.2
C -5.644 -2.855 -2.975 -2.1 1.7 1.0
O -5.601 -1.876 -2.116 1.9 0.5 0.7
B -4.200 -1.384 -1.997 0.2 0.1 0.0
O -3.484 -2.123 -3.065 -0.2 0.4 0.4
C -4.221 -3.032 -3.609 4.0 -3.1 -3.3
O -3.885 -3.880 -4.425 -1.8 2.6 2.6
O -3.537 -1.659 -0.684 -1.0 0.8 -1.2
C -3.326 -0.514 -0.069 0.6 -1.2 1.7
O -2.935 -0.385 1.039 -0.2 0.6 -0.6
C -3.657 0.638 -1.115 1.1 4.9 -1.7
O -4.120 0.081 -2.203 -0.3 -1.6 0.6
O -3.379 1.831 -1.068 -0.8 -3.6 1.0
C 5.440 2.338 0.955 2.7 0.5 -0.8
C 6.455 2.266 2.051 0.1 -0.1 1.2
O 5.800 1.385 3.008 0.7 0.5 -0.6
C 4.501 1.381 2.727 -0.6 0.5 0.4
O 3.670 0.927 3.453 -0.2 -0.1 -0.4
O 4.233 2.044 1.553 -0.7 -0.7 0.6
H 5.846 1.589 0.274 -1.1 -0.3 -0.8
H 5.586 3.337 0.545 -1.1 -0.1 -0.4
H 6.586 3.271 2.454 0.2 -0.2 0.6
H 7.421 1.851 1.764 -0.1 0.0 0.2



# 3
18
Properties=species:S:1:pos:R:3:forces:R:3 method="wB97M-V/def2-TZVPD" multiplicity=2 fmax_ev_per_a=10.21 charge=+3 homo_energy_ev="-21.53 / -21.54" gap_ev="7.415 / 7.529" energy_ev=-31388.7181
Ce 0.019 -0.599 0.512 -1.4 1.3 0.0
O -0.662 4.187 -0.166 0.5 -3.3 0.0
C -0.486 3.060 -0.158 -0.5 2.9 0.1
C 2.366 -1.072 -0.008 10.1 -0.7 -1.5
O 3.535 -1.112 -0.167 -7.7 0.2 1.0
C -2.055 -1.977 -0.107 -8.2 -4.2 -1.5
O -3.099 -2.485 -0.310 6.8 3.3 1.2
C 0.013 -0.046 -2.084 0.1 1.0 -6.0
O 0.034 0.126 -3.224 -0.1 -0.7 5.1
N 0.726 -0.536 3.442 0.3 0.0 0.1
C 1.174 0.070 4.555 -0.5 0.0 -1.0
C 1.365 1.416 4.241 -0.2 -0.2 -0.6
C 1.034 1.579 2.907 0.2 -1.5 1.1
N 0.665 0.363 2.382 0.0 0.2 1.1
H 0.487 -1.529 3.331 0.2 0.6 0.4
H 1.287 -0.476 5.475 0.1 -0.1 0.2
H 1.699 2.166 4.907 0.3 0.6 0.5
H 1.041 2.447 2.303 0.0 0.7 -0.4



# 4
14
Properties=species:S:1:pos:R:3:forces:R:3 method="wB97M-V/def2-TZVPD" fmax_ev_per_a=2.87 homo_energy_ev="-7.39 / -7.40" de_lowest_ev=6.800 gap_ev="6.780 / 6.782" energy_ev=-23376.7232
C 0.769 0.508 1.965 -0.4 -0.6 0.2
C 0.981 1.088 0.682 -0.3 -0.2 -1.0
C -0.053 -0.559 1.819 0.5 0.4 1.1
C 0.264 0.346 -0.218 0.8 0.7 1.0
C -1.126 -1.571 -0.175 -0.4 -0.6 -0.2
C 0.058 0.448 -1.579 -1.4 -0.9 -2.3
C -0.445 0.249 -2.756 1.0 0.3 2.2
N -0.384 -0.699 0.471 -0.2 -0.1 -0.2
O 0.490 1.320 -2.710 0.5 0.9 -0.7
Cl -1.357 -0.407 -3.941 -0.2 -0.2 -0.3
H 1.197 0.869 2.881 0.0 0.0 0.2
H 1.577 1.948 0.452 0.1 0.2 -0.1
H -0.434 -1.240 2.559 -0.1 -0.1 -0.1
H -1.535 -2.301 0.550 0.2 0.2 0.2



# 5
17
Properties=species:S:1:pos:R:3:forces:R:3 method="wB97M-V/def2-TZVPD" fmax_ev_per_a=6.66 charge=-1 homo_energy_ev=-4.77 de_lowest_ev=0.000 gap_ev=7.059 energy_ev=-37851.8458
C 1.220 -1.236 -1.416 0.0 1.2 -0.9
C 2.112 -0.760 0.791 0.5 0.7 -0.3
C 0.400 -0.392 -0.774 0.5 -2.0 -0.4
C 0.984 -0.061 0.501 0.8 0.3 1.8
C -2.500 1.370 1.302 1.4 1.4 -1.5
C -1.003 -0.125 -0.918 -2.3 6.2 0.2
C -1.228 1.535 0.336 1.1 -1.5 -0.1
O -2.989 2.430 1.701 -0.2 0.4 0.1
O -2.705 0.202 1.529 -1.2 -2.5 0.8
O 3.221 -2.825 -0.567 0.0 0.8 -0.6
F -1.522 0.354 -2.154 1.1 -1.3 0.9
S 0.201 1.170 1.432 0.1 -0.2 -0.2
S 2.843 -1.378 -0.747 -0.8 -1.0 2.3
H 1.129 -1.525 -2.416 -0.5 -0.8 -1.3
H 2.662 -0.751 1.730 0.0 0.2 -0.4
H -1.791 -0.598 -0.371 -0.1 -0.9 0.3
H -1.032 2.591 0.040 -0.4 -0.9 -0.8



# 6
18
Properties=species:S:1:pos:R:3:forces:R:3 method="wB97M-V/def2-TZVPD" multiplicity=5 fmax_ev_per_a=7.15 charge=+2 homo_energy_ev="-17.02 / -16.91" gap_ev="7.477 / 7.481" energy_ev=-44830.1825
O 1.102 0.805 -5.048 -1.2 -1.4 3.7
C 0.743 0.424 -4.019 1.2 1.5 -3.7
Ho -0.396 -0.848 -0.229 1.1 0.5 -0.8
O -2.137 1.133 -2.671 2.8 -2.7 3.1
C -1.503 0.494 -1.949 -3.5 3.5 -4.0
C -2.230 -1.038 1.318 -5.5 -1.1 4.4
O -3.113 -1.124 2.053 3.7 0.5 -3.0
C 0.966 -2.598 0.865 2.2 -3.8 2.9
O 1.487 -3.426 1.471 -1.8 3.2 -2.5
C -1.298 -2.872 -1.502 -2.2 -4.0 -2.2
O -1.761 -3.777 -2.045 2.0 3.6 2.1
H 0.918 -1.251 -1.447 0.7 -0.8 -0.6
C 1.382 2.708 2.468 0.0 0.1 0.2
C 0.842 1.629 1.679 -0.1 -0.5 -0.6
N 0.430 0.765 1.022 0.8 1.9 1.5
H 2.351 2.430 2.882 0.1 -0.2 0.0
H 0.710 2.943 3.291 -0.1 -0.1 0.1
H 1.508 3.603 1.859 0.0 0.0 -0.2



# 7
20
Properties=species:S:1:pos:R:3:forces:R:3 method="wB97M-V/def2-TZVPD" fmax_ev_per_a=5.24 charge=+1 homo_energy_ev=-13.20 gap_ev=3.551 energy_ev=-54865.3166
O 4.967 -0.314 0.419 -1.3 -0.9 -0.7
N 3.996 -0.828 -0.018 2.8 -0.3 0.8
O 3.092 0.116 -0.492 -2.0 1.5 0.7
C 2.352 0.553 0.681 -0.9 -0.3 0.7
C 0.767 0.507 0.503 -1.2 1.7 1.4
C -0.021 1.431 1.257 0.1 -2.8 -2.1
C -1.610 1.291 1.040 -0.4 1.6 0.2
O -2.375 2.253 0.914 2.2 -3.2 0.5
C -2.129 -0.236 0.946 1.3 -1.3 -1.2
I -3.930 -0.901 1.919 1.6 0.8 -1.0
C -1.334 -1.167 0.188 -0.7 2.3 0.7
C 0.010 -0.551 -0.447 0.5 0.0 -0.6
O 0.403 -0.835 -1.585 -1.4 0.6 3.0
H 2.596 -0.192 1.527 -0.5 1.2 -1.1
H 2.647 1.606 1.036 -0.3 -1.6 -0.7
H 0.415 2.213 1.956 -0.8 -1.0 -1.2
H -1.616 -2.260 0.073 0.5 1.5 0.1
O -3.825 -1.213 -1.973 2.0 0.6 -3.4
V -2.743 -0.895 -3.309 2.3 0.5 0.5
O -1.663 -0.576 -4.635 -3.8 -1.1 3.4



# 8
18
Properties=species:S:1:pos:R:3:forces:R:3 method="wB97M-V/def2-TZVPD" fmax_ev_per_a=5.64 charge=+2 homo_energy_ev=-16.25 gap_ev=8.064 energy_ev=-24203.3791
O -0.011 2.145 -3.772 0.0 -1.7 2.5
C -0.009 1.496 -2.836 0.0 1.8 -2.8
In 0.004 -0.430 -0.942 0.0 -0.2 -0.1
O -0.012 2.742 1.088 0.0 -2.2 -2.6
C -0.009 1.964 0.249 0.0 2.7 2.3
C 0.010 -1.970 -2.666 0.1 2.1 1.2
O -0.093 -3.019 -2.139 0.1 -0.1 -2.4
C 2.343 -0.260 -1.161 5.6 0.5 -0.4
O 3.467 -0.291 -1.388 -4.1 -0.1 0.7
C -2.342 -0.279 -1.156 -5.5 0.4 -0.4
O -3.465 -0.324 -1.385 4.1 0.0 0.7
H 0.114 -1.314 -3.674 -0.2 -2.6 1.1
C 0.000 -0.003 3.810 0.0 0.6 0.1
C 0.000 -0.052 2.385 0.0 -2.5 -3.0
N 0.002 -0.402 1.266 0.0 1.0 2.2
H 0.924 -0.534 4.115 -0.5 0.3 0.2
H -0.924 -0.534 4.115 0.5 0.3 0.2
H 0.000 1.065 4.088 0.0 -0.5 0.5